The following is a quantum chemistry calculation of a structure of composition C59H62CsF2N4O5P, from the Open Molecules 2025 dataset.

Output
Lowest unoccupied orbital energy (alpha / beta) ... 0.1341 / 0.1342 hartree
F_max ... 4.3 eV Å⁻¹
Frontier orbital gap (alpha / beta) ... 5.2 / 5.2 eV
HOMO level (alpha / beta) ... -0.0555 / -0.0557 Ha
Relative energy (zero: lowest compared OMol25 entry of this formula, charge and spin) ... 158.0 kJ/mol

The geometry in ORCA input format:
```
! RIJCOSX wB97M-V def2-TZVPD def2/J DEFGRID3
* xyz -2 1
Cs 0.0901 -0.0637 0.2832
C 6.7140 1.5919 -2.4081
C 5.6947 2.3983 -1.9081
C 4.7559 1.8726 -1.0479
C 4.8609 0.5741 -0.5177
C 5.8378 -0.2125 -1.1090
C 6.7104 0.2805 -2.0140
C 3.9537 0.0085 0.4567
C 3.4594 0.7786 1.5662
C 4.0474 1.9575 2.1495
C 3.1616 2.3389 3.1281
C 2.1670 1.2879 3.1612
C 1.0673 1.3268 4.1034
C 1.1032 2.4331 5.1048
C 1.9761 2.4179 6.1625
C 1.9806 3.4570 7.0152
C 1.1189 4.5359 6.8721
C 0.0676 4.4478 5.8772
C -0.0082 3.3257 5.0517
C -0.0251 0.3586 4.1830
N -0.1288 -0.7244 3.4407
C -1.2725 -1.4225 3.7240
C -1.7633 -2.5459 3.2017
C -3.0120 -3.0682 3.8290
C -4.2550 -2.8601 3.2925
C -5.3793 -3.2783 3.9811
C -5.2713 -4.0893 5.1311
C -3.9665 -4.4477 5.5843
C -2.8703 -3.9404 4.9191
C -1.2449 -3.2845 2.0821
C -1.8337 -4.4445 1.5711
C -1.0808 -4.7138 0.3768
C -0.0768 -3.7558 0.4141
N -0.1251 -2.9136 1.4358
C 1.0899 -3.6218 -0.4624
C 2.2046 -3.1223 0.0817
C 2.6462 -3.2253 1.4651
C 3.4228 -2.1141 1.7187
C 3.4142 -1.3759 0.4353
N 2.7634 -1.9640 -0.5668
C 1.0529 -4.0979 -1.8426
C 2.1540 -4.7751 -2.5154
C 2.0074 -5.3176 -3.8160
C 0.7768 -5.2726 -4.4591
C -0.3206 -4.6670 -3.8206
C -0.1849 -4.0676 -2.5667
C -1.9082 -0.6571 4.8671
C -1.1999 0.4148 5.1830
N 2.3581 0.3889 2.1750
H 7.4030 1.9463 -3.1506
H 5.5507 3.4609 -2.1587
H 3.8994 2.5176 -0.7526
H 5.9370 -1.2744 -0.9190
H 7.4409 -0.4097 -2.4898
H 5.0654 2.4338 1.9764
H 3.2362 3.0719 3.9777
H 2.6907 1.5345 6.2568
H 2.6607 3.4133 7.8804
H 1.1036 5.3155 7.5712
H -0.7310 5.2197 5.8563
H -0.7770 3.2189 4.2657
H -4.3500 -2.3404 2.3981
H -6.3058 -3.0350 3.4542
H -6.2193 -4.5302 5.5700
H -3.9567 -5.0783 6.4891
H -1.8671 -4.0350 5.3151
H -2.6774 -5.0060 1.9617
H -1.0739 -5.3856 -0.4517
H 2.6297 -3.9407 2.3055
H 3.9454 -1.6144 2.5505
H 3.1765 -4.8093 -2.1368
H 2.9468 -5.6726 -4.2720
H 0.6072 -5.6649 -5.4820
H -1.2238 -4.5197 -4.3229
H -1.0534 -3.5313 -2.1747
H -2.8349 -0.9123 5.3091
H -1.4602 1.2138 5.8537
O 3.4121 -2.0319 -3.7725
H 3.3862 -2.2140 -2.8252
H 3.2692 -1.0515 -3.7580
O -3.0690 -2.2612 -0.2778
H -3.5493 -1.6113 0.2917
H -2.6509 -2.8433 0.3379
O -1.9912 2.2635 1.8770
H -3.1423 3.2080 1.6338
H -1.8403 1.8328 2.7210
O 0.2625 3.7302 1.1210
H 1.0774 3.3922 1.4665
H -0.4022 3.0751 1.4804
O -3.8932 3.9868 1.5894
H -4.5762 3.6571 2.1935
H -3.9260 0.4337 1.5281
F -5.8779 0.0867 1.9798
C -4.9431 0.6271 1.1263
F -4.9567 0.1336 -0.0729
H -5.2157 1.7110 0.9695
C -0.2314 4.0046 -2.4495
C -1.4889 3.1247 -2.5913
C -2.4502 3.7813 -3.5480
C -2.0444 2.9737 -1.1549
P -0.8074 1.3521 -3.0389
C 0.5549 1.6703 -4.2523
C 1.8126 1.4630 -3.6485
C 2.9901 1.5097 -4.3645
C 2.9423 1.7762 -5.7379
C 1.6682 2.0428 -6.3470
C 0.5063 2.0353 -5.5636
C -2.0693 0.3352 -3.9961
C -3.2527 0.1299 -3.1211
C -2.4404 0.7162 -5.4383
C -1.4566 -1.0793 -4.1419
H -0.6001 4.8941 -1.9805
H 0.2594 4.2809 -3.4636
H 0.4854 3.3864 -1.8670
H -2.6678 4.8117 -3.1900
H -3.4195 3.2758 -3.6733
H -1.9493 3.9186 -4.5036
H -2.2130 3.9706 -0.7987
H -1.3501 2.5323 -0.4874
H -3.0606 2.4476 -1.1660
H 1.7951 1.2879 -2.5486
H 3.8963 1.3651 -3.7995
H 3.8017 1.6362 -6.4017
H 1.7065 2.3697 -7.4127
H -0.4663 2.2399 -6.0365
H -3.9146 0.9373 -2.7444
H -2.9520 -0.4457 -2.1946
H -3.9546 -0.6443 -3.5354
H -2.5935 1.7700 -5.5454
H -3.3847 0.2039 -5.8125
H -1.6851 0.3571 -6.1853
H -1.2165 -1.4848 -3.1428
H -0.4645 -1.1044 -4.6407
H -2.1512 -1.7036 -4.7355
*
```